Record 1
C6H9PS | ωB97M-V with the def2-TZVPD basis set

The LUMO energy (spin up / spin down) comes out at -1.810 / -0.160 eV. The energy relative to the best compared isomer or geometry (same formula, charge and spin) is 388.21 kJ/mol. The HOMO-LUMO gap (spin up / spin down) is 5.71 / 8.71 eV. The value obtained for the electronic energy is -26486.4977 eV. For the max |F|, the calculation gives 3.7 eV/Å.

Cartesian coordinates (Å):
C (-2.9909, 0.0057, -0.5972)
C (2.2737, 0.9426, 0.2568)
C (0.6262, -2.0797, 0.6126)
C (-2.0778, 0.8511, -0.1558)
C (0.8686, 1.2986, 0.0124)
C (-0.0233, -1.1176, -0.0055)
P (-0.5674, 0.4550, 0.7673)
S (3.5993, 1.3693, -0.7678)
H (-3.8485, 0.2857, -1.1632)
H (-2.7261, -1.0363, -0.8053)
H (2.4285, 1.4412, 1.2005)
H (2.3361, -0.1889, 0.5558)
H (0.9543, -2.9343, -0.0170)
H (0.9562, -2.0144, 1.6694)
H (-2.2203, 1.9611, -0.1268)
H (0.8888, 2.2285, -0.4941)
H (-0.4775, -1.4674, -0.9421)

Computed Mulliken charges, given in elementary charges: atom 1 (C): -0.664, atom 2 (C): -0.378, atom 3 (C): -0.608, atom 4 (C): -0.122, atom 5 (C): -0.484, atom 6 (C): -0.297, atom 7 (P): 0.017, atom 8 (S): -0.128, atom 9 (H): 0.293, atom 10 (H): 0.249, atom 11 (H): 0.337, atom 12 (H): 0.146, atom 13 (H): 0.231, atom 14 (H): 0.347, atom 15 (H): 0.244, atom 16 (H): 0.473, atom 17 (H): 0.345

Record 2
C6I4O2 | ωB97M-V with the def2-TZVPD basis set

The LUMO energy comes out at -2.427 eV. The HOMO-LUMO gap is 6.96 eV. The value obtained for the electronic energy is -42715.2922 eV. For the max |F|, the calculation gives 6.4 eV/Å.

Cartesian coordinates (Å):
O (-0.0275, 0.6807, -1.5543)
O (-0.1891, -1.3468, 3.1710)
I (-3.3792, -0.0091, -1.1012)
I (3.1285, 0.1503, -0.7787)
I (-3.1993, -1.6056, 2.5313)
I (3.0936, -0.3784, 2.7691)
C (-0.1404, 0.0106, -0.5124)
C (-0.1815, -0.7265, 2.1527)
C (-1.4058, -0.3511, 0.0717)
C (1.1511, -0.0275, 0.1897)
C (-1.3549, -0.7587, 1.3941)
C (1.1701, -0.3916, 1.4952)

Computed Mulliken charges, given in elementary charges: atom 1 (O): -0.467, atom 2 (O): -0.407, atom 3 (I): 0.148, atom 4 (I): 0.134, atom 5 (I): 0.123, atom 6 (I): 0.118, atom 7 (C): 1.048, atom 8 (C): 0.834, atom 9 (C): -0.643, atom 10 (C): 0.079, atom 11 (C): -0.355, atom 12 (C): -0.610

Record 3
C70H146N8O4 | ωB97M-V with the def2-TZVPD basis set

The LUMO energy comes out at -8.462 eV. The energy relative to the best compared isomer or geometry (same formula, charge and spin) is 790.59 kJ/mol. The HOMO-LUMO gap is 2.99 eV. Its charge is +6. The value obtained for the electronic energy is -95001.2250 eV. For the max |F|, the calculation gives 5.8 eV/Å.

Cartesian coordinates (Å):
C (0.0277, -1.1134, 2.7853)
C (-1.1327, -0.4991, 2.7160)
C (-1.4771, 0.6271, 1.7266)
O (-2.3244, 1.6097, 1.9189)
C (-0.5868, 0.7856, 0.6912)
C (0.6413, -0.0544, 0.4588)
C (0.9591, -1.0145, 1.7823)
O (1.9088, -1.7807, 1.6663)
O (1.2503, -0.0780, -0.5723)
O (-1.9437, -0.9367, 3.5865)
H (0.2069, -1.9404, 3.4563)
H (-0.7698, 1.5361, -0.0636)
C (8.1333, -1.8240, 3.4690)
C (9.4941, -1.2799, 4.0788)
C (10.6430, -1.9959, 3.3292)
N (12.1007, -1.5907, 3.8308)
C (12.3828, -0.0182, 3.8231)
C (13.2071, -2.3159, 3.0151)
C (14.2155, -2.7020, 4.1664)
C (13.7553, -2.1115, 5.4770)
C (12.2292, -2.0819, 5.2778)
H (8.2140, -1.9379, 2.3880)
H (7.3706, -1.0959, 3.7452)
H (7.7776, -2.7066, 4.0006)
H (9.5028, -1.5307, 5.1395)
H (9.5490, -0.1939, 4.0037)
H (10.7096, -1.5031, 2.3592)
H (10.6424, -3.0685, 3.1352)
H (13.4488, 0.0779, 4.0295)
H (11.6623, 0.3967, 4.5279)
H (12.2744, 0.3009, 2.7865)
H (13.4550, -1.7393, 2.1240)
H (12.6842, -3.2199, 2.7030)
H (15.2306, -2.3614, 3.9623)
H (14.3850, -3.7744, 4.2624)
H (14.1527, -1.1131, 5.6597)
H (14.0630, -2.7408, 6.3122)
H (11.6727, -1.4848, 6.0002)
H (11.9090, -3.1194, 5.1825)
C (-5.5230, 8.7784, -1.2333)
C (-5.9252, 7.4596, -1.9125)
C (-6.4642, 6.2621, -1.0989)
N (-7.0440, 5.0528, -1.8771)
C (-5.8664, 4.5115, -2.8176)
C (-7.4458, 3.9789, -0.8589)
C (-8.8570, 4.2542, -0.6215)
C (-9.4282, 4.6971, -1.9797)
C (-8.2806, 5.2796, -2.8059)
H (-6.3169, 9.2435, -0.6489)
H (-5.1607, 9.4987, -1.9669)
H (-4.7606, 8.4777, -0.5148)
H (-5.0072, 7.0729, -2.3551)
H (-6.4703, 7.7143, -2.8214)
H (-7.3395, 6.5909, -0.5388)
H (-5.8468, 5.9593, -0.2532)
H (-6.1842, 3.5819, -3.2898)
H (-4.9940, 4.3343, -2.1885)
H (-5.7049, 5.2471, -3.6055)
H (-7.4582, 2.9679, -1.2660)
H (-6.7606, 3.8990, -0.0151)
H (-9.4034, 3.4813, -0.0809)
H (-8.8931, 5.1710, -0.0330)
H (-10.0027, 3.9951, -2.5841)
H (-10.1612, 5.4746, -1.7645)
H (-8.1668, 4.7808, -3.7683)
H (-8.4882, 6.3461, -2.8932)
C (0.1771, 7.8602, -1.4147)
C (1.0682, 8.2323, -2.6296)
C (0.4465, 9.3788, -3.4780)
N (1.2952, 9.9719, -4.6287)
C (1.7516, 8.9158, -5.5533)
C (2.5799, 10.7037, -4.1123)
C (2.6410, 12.1248, -4.8040)
C (1.6419, 12.1674, -5.8701)
C (0.6193, 11.1700, -5.3526)
H (0.4525, 6.8928, -0.9946)
H (-0.8446, 7.7931, -1.7885)
H (0.2904, 8.4338, -0.4948)
H (1.1852, 7.3830, -3.3027)
H (2.1097, 8.3364, -2.3255)
H (0.1273, 10.2380, -2.8881)
H (-0.5032, 9.0323, -3.8856)
H (0.8057, 8.4582, -5.8429)
H (2.4736, 8.2717, -5.0513)
H (2.2739, 9.3039, -6.4278)
H (3.4665, 10.0786, -4.0052)
H (2.2603, 10.9166, -3.0922)
H (3.6138, 12.2241, -5.2856)
H (2.3915, 12.8986, -4.0779)
H (2.0440, 11.8415, -6.8293)
H (1.3682, 13.2203, -5.9375)
H (-0.2012, 10.7901, -5.9612)
H (0.1472, 11.6997, -4.5252)
C (9.3274, 4.7864, -5.8936)
C (8.0852, 4.5730, -5.0543)
C (7.3172, 3.2198, -5.3761)
N (6.3799, 2.8890, -4.1703)
C (5.2587, 3.9769, -4.1670)
C (7.0540, 2.6253, -2.7639)
C (7.5320, 1.1037, -2.8528)
C (6.5116, 0.4362, -3.7761)
C (5.7239, 1.5391, -4.5920)
H (9.8471, 5.6343, -5.4474)
H (9.1259, 5.1678, -6.8946)
H (9.9762, 3.9106, -5.8786)
H (7.4661, 5.3461, -5.5094)
H (8.4793, 4.6599, -4.0417)
H (7.8183, 2.3259, -5.7476)
H (6.6543, 3.4215, -6.2175)
H (5.8611, 4.8803, -4.0717)
H (4.5943, 3.8758, -3.3089)
H (4.8242, 3.9357, -5.1658)
H (6.2774, 2.7122, -2.0040)
H (7.9237, 3.1842, -2.4184)
H (7.6053, 0.7122, -1.8382)
H (8.5261, 1.0983, -3.2998)
H (5.7766, -0.0601, -3.1424)
H (6.7763, -0.4320, -4.3797)
H (4.6764, 1.5548, -4.2909)
H (5.7470, 1.4217, -5.6754)
C (1.1769, -3.5925, -7.4329)
C (-0.2641, -3.0715, -7.1457)
C (-0.2709, -1.7639, -6.2102)
N (-1.6155, -1.0900, -5.7726)
C (-2.4600, -2.0242, -4.8866)
C (-1.3695, 0.3533, -5.1304)
C (-1.3741, 1.4242, -6.3419)
C (-1.7935, 0.6412, -7.5030)
C (-2.4354, -0.6333, -7.0035)
H (1.2421, -4.0374, -8.4259)
H (1.5075, -4.3533, -6.7259)
H (1.6973, -2.6412, -7.5435)
H (-0.9001, -3.8309, -6.6908)
H (-0.7535, -2.7775, -8.0742)
H (0.4068, -0.9546, -6.4823)
H (0.1977, -2.1286, -5.2962)
H (-3.2991, -1.3445, -4.7378)
H (-1.9551, -2.4885, -4.0395)
H (-2.7995, -2.8476, -5.5150)
H (-2.1368, 0.5624, -4.3850)
H (-0.4072, 0.4501, -4.6278)
H (-2.0070, 2.2864, -6.1316)
H (-0.3400, 1.7495, -6.4555)
H (-2.5428, 1.2655, -7.9898)
H (-0.9504, 0.5001, -8.1793)
H (-3.4348, -0.3828, -6.6479)
H (-2.4342, -1.4617, -7.7120)
C (0.4909, -5.9841, -0.9535)
C (0.1772, -7.1030, 0.1174)
C (-1.3749, -7.3195, 0.3531)
N (-1.6120, -8.1139, 1.7155)
C (-1.0314, -7.3572, 2.9176)
C (-1.0645, -9.5911, 1.6140)
C (-2.3189, -10.5161, 1.9322)
C (-3.3372, -9.6582, 2.7532)
C (-3.1459, -8.2845, 2.0206)
H (1.5246, -5.6831, -1.1239)
H (0.0502, -5.0554, -0.5912)
H (0.1454, -6.3245, -1.9297)
H (0.7475, -6.9681, 1.0365)
H (0.5898, -8.0293, -0.2823)
H (-1.7973, -7.8045, -0.5269)
H (-1.8335, -6.3387, 0.4788)
H (0.0422, -7.5432, 2.9464)
H (-1.4011, -7.8359, 3.8245)
H (-1.2696, -6.3008, 2.7938)
H (-0.4319, -9.7684, 2.4837)
H (-0.6303, -9.8442, 0.6468)
H (-1.8407, -11.2028, 2.6306)
H (-2.7201, -10.9157, 1.0008)
H (-3.1790, -9.6286, 3.8313)
H (-4.3289, -10.0372, 2.5064)
H (-3.6531, -7.3865, 2.3733)
H (-3.5845, -8.4447, 1.0357)
C (2.2798, -1.7863, 8.8222)
C (1.0404, -2.2247, 9.5795)
C (0.0670, -3.3006, 8.9678)
N (-1.3008, -3.4638, 9.7244)
C (-2.1381, -2.1299, 9.8063)
C (-0.8873, -3.7333, 11.1768)
C (-1.7529, -4.8085, 11.7323)
C (-2.6344, -5.2548, 10.5965)
C (-2.0390, -4.7552, 9.2797)
H (2.4478, -2.0558, 7.7795)
H (3.1640, -2.1776, 9.3254)
H (2.5302, -0.7434, 9.0166)
H (0.4107, -1.3477, 9.7294)
H (1.4486, -2.4881, 10.5553)
H (0.5208, -4.2917, 8.9702)
H (-0.2672, -3.0902, 7.9519)
H (-2.2594, -1.8481, 8.7604)
H (-1.6631, -1.3712, 10.4283)
H (-3.0203, -2.2711, 10.4306)
H (-0.9707, -2.9022, 11.8771)
H (0.1507, -4.0350, 11.3168)
H (-2.4715, -4.2848, 12.3627)
H (-1.1899, -5.5946, 12.2355)
H (-3.6413, -4.8774, 10.7751)
H (-2.8616, -6.3132, 10.4689)
H (-2.6800, -4.2280, 8.5731)
H (-1.2387, -5.3184, 8.7996)
C (-11.8402, -5.9109, -1.5645)
C (-10.8632, -5.5431, -0.3732)
C (-10.7146, -3.9988, -0.2251)
N (-9.6764, -3.7392, 0.9002)
C (-10.3652, -4.1488, 2.2083)
C (-8.2777, -4.4033, 0.8535)
C (-7.2799, -3.4411, 1.4335)
C (-7.8090, -2.1906, 0.8249)
C (-9.3284, -2.2136, 0.8269)
H (-11.6020, -5.4780, -2.5361)
H (-12.8567, -5.8376, -1.1779)
H (-11.8201, -6.9772, -1.7898)
H (-9.9611, -6.1432, -0.4926)
H (-11.3785, -5.9854, 0.4794)
H (-11.5763, -3.4113, 0.0919)
H (-10.2104, -3.4796, -1.0402)
H (-9.7348, -3.9312, 3.0704)
H (-10.5899, -5.2144, 2.1627)
H (-11.3390, -3.6824, 2.3575)
H (-8.1652, -5.3433, 1.3936)
H (-8.1748, -4.4978, -0.2275)
H (-7.4419, -3.3536, 2.5078)
H (-6.2299, -3.6329, 1.2122)
H (-7.3851, -1.3289, 1.3406)
H (-7.3319, -2.1696, -0.1549)
H (-9.7029, -1.7313, 1.7299)
H (-9.7840, -1.6409, 0.0190)

Mulliken population analysis, charges in e, atoms 1 to 99: atom 1 (C): -0.603, atom 2 (C): 0.543, atom 3 (C): 0.196, atom 4 (O): -0.807, atom 5 (C): -0.501, atom 6 (C): 0.293, atom 7 (C): 0.497, atom 8 (O): -0.762, atom 9 (O): -0.730, atom 10 (O): -0.802, atom 11 (H): 0.332, atom 12 (H): 0.364, atom 13 (C): -1.293, atom 14 (C): -0.301, atom 15 (C): -0.711, atom 16 (N): -0.002, atom 17 (C): -1.034, atom 18 (C): -0.400, atom 19 (C): -0.616, atom 20 (C): -0.730, atom 21 (C): -0.537, atom 22 (H): 0.343, atom 23 (H): 0.399, atom 24 (H): 0.325, atom 25 (H): 0.282, atom 26 (H): 0.365, atom 27 (H): 0.506, atom 28 (H): 0.326, atom 29 (H): 0.497, atom 30 (H): 0.357, atom 31 (H): 0.338, atom 32 (H): 0.374, atom 33 (H): 0.273, atom 34 (H): 0.309, atom 35 (H): 0.386, atom 36 (H): 0.328, atom 37 (H): 0.397, atom 38 (H): 0.430, atom 39 (H): 0.388, atom 40 (C): -1.368, atom 41 (C): -0.440, atom 42 (C): -0.645, atom 43 (N): 0.292, atom 44 (C): -1.205, atom 45 (C): -0.701, atom 46 (C): -0.625, atom 47 (C): -0.621, atom 48 (C): -0.288, atom 49 (H): 0.362, atom 50 (H): 0.354, atom 51 (H): 0.336, atom 52 (H): 0.315, atom 53 (H): 0.403, atom 54 (H): 0.320, atom 55 (H): 0.499, atom 56 (H): 0.440, atom 57 (H): 0.410, atom 58 (H): 0.449, atom 59 (H): 0.361, atom 60 (H): 0.410, atom 61 (H): 0.442, atom 62 (H): 0.280, atom 63 (H): 0.328, atom 64 (H): 0.329, atom 65 (H): 0.352, atom 66 (H): 0.209, atom 67 (C): -1.304, atom 68 (C): -0.301, atom 69 (C): -0.883, atom 70 (N): 0.278, atom 71 (C): -1.080, atom 72 (C): -0.584, atom 73 (C): -0.588, atom 74 (C): -0.661, atom 75 (C): -0.727, atom 76 (H): 0.413, atom 77 (H): 0.298, atom 78 (H): 0.344, atom 79 (H): 0.354, atom 80 (H): 0.363, atom 81 (H): 0.373, atom 82 (H): 0.562, atom 83 (H): 0.356, atom 84 (H): 0.424, atom 85 (H): 0.390, atom 86 (H): 0.411, atom 87 (H): 0.344, atom 88 (H): 0.275, atom 89 (H): 0.375, atom 90 (H): 0.346, atom 91 (H): 0.356, atom 92 (H): 0.497, atom 93 (H): 0.369, atom 94 (C): -1.499, atom 95 (C): -0.376, atom 96 (C): -0.817, atom 97 (N): 0.378, atom 98 (C): -1.121, atom 99 (C): -0.544